Density functional theory data (ωB97M-V/def2-TZVPD) for the ion C28H44ClIN3O7S with charge +1 in a non-equilibrium geometry.

Calculated values
Net charge ... +1
E_LUMO ... -3.55 eV

Last column: Löwdin charge in e.
Element x y z (Å)
C -4.038 3.058 -4.039  -0.13
O -3.292 2.496 -5.153  -0.23
C -2.152 3.340 -5.507  -0.22
C -1.256 3.787 -4.238  -0.19
C -0.730 2.449 -3.471  -0.22
C 0.426 2.793 -2.360  -0.18
C 0.200 1.929 -0.983  -0.23
C 1.555 1.407 -0.343  -0.20
C 1.866 -0.117 -0.137  -0.14
C 0.793 -1.274 -0.043  -0.15
C 0.325 -1.873 -1.509  -0.58
Cl 0.308 -0.766 -2.970  0.78
C 1.204 -3.106 -2.107  -0.15
C 2.739 -2.747 -2.408  -0.19
O 3.632 -3.142 -1.296  -0.12
C 4.894 -2.461 -1.406  -0.23
O 5.668 -2.537 -2.397  0.05
C -1.216 -2.139 -1.078  -0.25
C -1.761 -3.220 -2.126  -0.06
C -1.106 -2.536 0.517  -0.37
O -0.485 -3.823 0.421  -0.01
C -0.747 -4.726 1.469  -0.21
N -1.160 -5.528 2.287  0.24
S -2.892 -2.763 0.941  0.80
C -4.043 -1.397 0.330  -0.14
O -3.527 -4.012 0.315  -0.31
O -3.171 -2.940 2.438  -0.33
N -0.285 -1.353 1.061  -0.11
C 0.364 -1.819 2.377  -0.09
C 1.284 -0.757 3.119  -0.16
C 0.869 -0.423 4.662  -0.14
C 2.171 0.236 5.404  -0.13
N 2.252 1.640 4.839  -0.19
C 1.422 2.728 5.390  -0.05
C 1.754 4.000 4.511  -0.07
C 2.836 3.599 3.447  -0.08
C 3.111 2.092 3.731  -0.09
C -0.988 -0.066 1.356  -0.12
C -2.004 0.104 2.545  -0.69
O -2.132 -0.414 3.663  -0.02
I -3.511 1.711 2.204  0.87
H -5.119 2.646 -4.070  0.11
H -4.092 4.207 -4.141  0.11
H -3.601 2.782 -3.014  0.08
H -1.469 2.683 -6.166  0.13
H -2.476 4.265 -6.109  0.13
H -0.320 4.310 -4.664  0.12
H -1.765 4.539 -3.542  0.11
H -1.623 1.904 -2.992  0.09
H -0.206 1.811 -4.270  0.09
H 0.269 3.918 -2.122  0.12
H 1.480 2.672 -2.790  0.11
H -0.287 2.692 -0.251  0.12
H -0.612 1.169 -1.230  0.05
H 2.420 1.876 -0.967  0.13
H 1.664 1.937 0.692  0.11
H 2.574 -0.419 -1.014  0.12
H 2.578 -0.214 0.781  0.12
H 1.491 -2.174 0.233  0.17
H 1.208 -4.039 -1.446  0.14
H 0.771 -3.449 -3.129  0.13
H 2.939 -1.667 -2.726  0.11
H 3.073 -3.406 -3.306  0.15
H 5.218 -1.840 -0.480  0.16
H -1.715 -1.148 -1.351  0.12
H -1.625 -4.318 -1.825  0.11
H -2.910 -3.064 -2.211  0.10
H -1.353 -3.055 -3.185  0.09
H -3.517 -0.589 -0.277  0.05
H -4.876 -1.826 -0.357  0.11
H -4.591 -1.018 1.268  0.06
H -0.518 -2.244 3.008  0.15
H 1.013 -2.773 2.225  0.16
H 1.455 0.247 2.598  0.09
H 2.350 -1.219 3.220  0.13
H 0.096 0.427 4.629  0.10
H 0.514 -1.366 5.202  0.13
H 1.934 0.367 6.528  0.14
H 3.133 -0.356 5.228  0.13
H 0.688 2.656 6.273  0.12
H 1.313 5.058 4.599  0.09
H 3.348 4.187 2.617  0.08
H 3.826 1.364 3.208  0.11
H -0.277 0.847 1.484  0.16
H -1.575 0.191 0.384  0.10